(1)
DFT (ωB97M-V with the def2-TZVPD basis set) results for 2 unconnected molecules or ions with the total composition C5H7NO.

The geometry in XYZ format:
```
14
Properties=species:S:1:pos:R:3:forces:R:3:mulliken_charge:R:1
O 0.134 1.763 -0.519 0.1202 -0.1461 -0.0859 -0.23
C 0.093 0.598 -1.097 0.3536 0.2582 -0.0513 -0.28
C 1.263 -0.332 -0.700 0.0374 -0.0400 -0.0789 -0.31
C 2.030 0.162 0.441 0.3892 0.6478 0.7784 0.37
N 2.478 0.798 1.302 -0.4591 -0.6622 -0.8275 -0.49
C -1.880 -0.415 -0.176 -0.1310 -0.1648 0.3481 -0.50
C -1.326 -0.638 1.020 -0.1357 0.0141 -0.2002 -0.54
H 0.828 1.865 0.178 -0.0393 -0.0146 -0.0348 0.25
H 0.905 -1.352 -0.542 0.0116 0.2254 -0.0444 0.29
H 1.898 -0.346 -1.593 0.0186 -0.0170 0.0890 0.35
H -2.373 0.522 -0.413 0.0260 -0.1436 0.0711 0.27
H -1.897 -1.169 -0.956 -0.0613 0.0461 0.1549 0.27
H -0.850 -1.584 1.264 -0.0926 0.0949 -0.0296 0.29
H -1.304 0.129 1.789 -0.0378 -0.0983 -0.0888 0.25
```
Forces are in eV/Å.

## Properties
HOMO-LUMO gap: 9.26 eV
2S+1: 1
ΔE to the lowest compared entry with this formula, charge and spin: 405.4 kJ/mol
DFT total energy: -8832.0012 eV

***

(2)
DFT (ωB97M-V with the def2-TZVPD basis set) results for a molecular structure, C33H50O4PRbSSe2Si.

The geometry in XYZ format:
```
93
Properties=species:S:1:pos:R:3:forces:R:3:mulliken_charge:R:1
Rb 0.032 0.873 1.448 0.0639 0.1941 -0.7123 0.63
C -0.799 -0.025 4.308 -0.0308 0.0757 0.1259 -0.46
C -1.983 0.504 3.754 -0.0010 0.0654 0.2154 -0.77
C -1.840 1.906 3.682 0.0324 -0.0407 0.1410 -0.44
C -0.565 2.242 4.183 -0.1120 -0.0778 0.1811 -0.76
C 0.078 1.047 4.573 -0.1768 0.0127 0.0553 -0.48
H -0.609 -1.068 4.530 0.0168 -0.0177 -0.0741 0.39
H -2.868 -0.060 3.491 0.0075 -0.0177 -0.0865 0.40
H -2.594 2.607 3.347 -0.0050 0.0131 -0.0710 0.47
H -0.181 3.244 4.321 0.0497 0.0250 -0.0978 0.38
H 1.047 0.971 5.050 0.0537 -0.0042 -0.0644 0.39
Se -1.843 -2.733 -1.948 0.0394 -0.0427 0.1311 -0.45
P -0.054 -3.450 -2.882 -0.1105 -0.1061 -0.1117 0.69
Se 1.879 -2.899 -2.153 0.0671 -0.0048 0.0380 -0.59
C -0.193 -5.294 -2.922 -0.0205 0.0056 0.0281 0.51
C 0.652 -6.094 -2.164 0.0114 -0.0412 -0.0432 -0.33
C 0.477 -7.474 -2.134 -0.0158 0.0186 -0.0244 -0.56
C -0.541 -8.065 -2.869 0.0250 0.0165 0.0048 -0.37
C -1.387 -7.269 -3.634 0.0000 0.0305 -0.0089 -0.65
C -1.216 -5.893 -3.655 0.0379 -0.0072 0.0186 -0.38
C -0.132 -3.055 -4.686 0.0277 0.0004 -0.0190 -0.03
C -1.330 -2.676 -5.283 0.0117 -0.0434 -0.0965 -0.01
C -1.369 -2.336 -6.630 0.0054 -0.0193 0.0150 -0.74
C -0.209 -2.366 -7.392 0.0008 0.0017 0.0301 -0.38
C 0.991 -2.743 -6.801 -0.0196 0.0118 0.0494 -0.64
C 1.029 -3.082 -5.455 -0.0410 -0.0623 -0.0544 -0.41
H 1.451 -5.621 -1.605 -0.0128 0.0088 -0.0133 0.21
H 1.141 -8.089 -1.537 -0.0114 0.0205 -0.0010 0.34
H -0.678 -9.140 -2.848 0.0029 0.0086 0.0048 0.35
H -2.187 -7.724 -4.207 0.0111 0.0175 -0.0036 0.36
H -1.889 -5.271 -4.234 -0.0137 -0.0173 0.0144 0.31
H -2.222 -2.614 -4.671 0.0113 0.0100 0.0218 0.33
H -2.304 -2.024 -7.080 0.0087 0.0033 0.0215 0.35
H -0.237 -2.078 -8.437 0.0062 -0.0094 0.0059 0.37
H 1.904 -2.749 -7.384 -0.0041 -0.0088 0.0056 0.35
H 1.967 -3.340 -4.979 0.0026 0.0187 0.0123 0.34
C -3.473 2.524 -2.652 0.1513 -0.0052 0.0213 -1.45
C -2.851 2.293 -1.272 -0.0878 -0.0151 -0.0674 1.67
C -3.327 0.958 -0.704 0.0406 -0.0345 -0.0712 -1.35
C -3.238 3.433 -0.327 0.1726 -0.0203 -0.0826 -1.30
O -1.433 2.196 -1.358 -0.1917 0.0998 0.2895 0.62
Si -0.298 3.085 -2.185 0.1807 -0.0975 0.0864 -0.46
S 1.534 2.698 -1.392 0.0413 0.0910 0.1285 -0.75
O -0.874 4.649 -2.094 -0.0838 -0.1369 0.0926 0.23
C -0.372 5.875 -2.581 -0.0223 0.1205 -0.0740 1.67
C 0.929 5.726 -3.368 -0.0048 -0.1502 -0.0264 -1.48
C -1.451 6.463 -3.493 0.0202 -0.0231 0.0372 -1.73
C -0.145 6.779 -1.370 0.0205 -0.0595 0.0003 -1.75
O -0.503 2.796 -3.815 0.0267 -0.0227 -0.0742 -0.20
C -0.044 1.691 -4.593 0.0543 -0.1501 -0.0040 1.99
C -0.937 1.649 -5.831 -0.0193 0.0309 0.0289 -1.87
C -0.157 0.373 -3.828 -0.0214 0.1503 0.0521 -0.69
C 1.406 1.939 -5.006 -0.0108 0.0693 0.0471 -1.92
H -4.560 2.589 -2.562 -0.0190 0.0104 -0.0080 0.59
H -3.224 1.699 -3.323 0.0072 0.0230 0.0166 0.16
H -3.090 3.449 -3.087 -0.0387 -0.0323 -0.0093 0.12
H -4.411 0.861 -0.802 -0.0014 0.0006 0.0745 0.42
H -3.066 0.874 0.354 -0.0086 -0.0021 -0.0017 0.19
H -2.849 0.135 -1.241 -0.0466 0.0162 -0.0239 0.12
H -4.326 3.526 -0.271 -0.0021 -0.0135 0.0446 0.41
H -2.810 4.367 -0.691 -0.0613 0.0186 0.0005 0.05
H -2.844 3.240 0.673 -0.0245 -0.0050 -0.0064 0.12
H 0.767 5.100 -4.249 0.0097 0.0468 0.0400 0.14
H 1.691 5.242 -2.755 -0.0083 0.0307 -0.0032 0.28
H 1.282 6.710 -3.686 0.0071 0.0062 -0.0122 0.52
H -1.646 5.766 -4.312 0.0147 0.0322 0.0098 0.30
H -1.129 7.424 -3.905 -0.0404 -0.0096 -0.0062 0.45
H -2.378 6.605 -2.933 0.0163 0.0007 -0.0119 0.31
H 0.620 6.334 -0.730 -0.0223 0.0230 -0.0139 0.35
H -1.070 6.862 -0.795 0.0212 0.0158 -0.0084 0.31
H 0.177 7.778 -1.679 -0.0018 -0.0088 0.0186 0.42
H -1.961 1.394 -5.547 0.0190 0.0207 -0.0189 0.33
H -0.572 0.900 -6.539 -0.0341 -0.0089 0.0149 0.29
H -0.942 2.629 -6.316 0.0028 -0.0214 -0.0047 0.42
H -1.171 0.241 -3.444 0.0169 -0.0463 -0.0490 0.03
H 0.526 0.360 -2.977 -0.0167 -0.0276 -0.0430 0.34
H 0.078 -0.472 -4.481 0.0345 0.1356 0.0372 0.00
H 1.476 2.877 -5.566 0.0118 -0.0285 -0.0078 0.41
H 1.774 1.121 -5.632 -0.0183 0.0057 0.0178 0.43
H 2.026 2.019 -4.111 -0.0024 -0.0052 -0.0401 0.31
C 3.514 -2.699 2.535 -0.0534 0.0094 -0.0028 -0.53
C 2.206 -3.484 2.736 -0.0061 0.0755 -0.0076 -0.58
C 1.288 -2.819 1.719 0.0639 -0.0735 0.0391 0.16
O 1.621 -1.439 1.839 0.0790 -0.0197 -0.0324 0.05
C 3.041 -1.369 1.903 -0.0015 -0.1250 -0.0188 -0.58
H 4.180 -3.226 1.850 0.0067 -0.0027 0.0103 0.29
H 4.048 -2.538 3.472 0.0010 -0.0139 -0.0025 0.30
H 1.814 -3.317 3.741 -0.0045 -0.0352 0.0043 0.27
H 2.314 -4.557 2.572 0.0295 0.0147 -0.0069 0.34
H 0.225 -2.934 1.920 -0.0195 0.0543 0.0286 0.35
H 1.502 -3.169 0.704 -0.0623 0.0173 -0.0253 -0.39
H 3.304 -0.494 2.496 -0.0188 0.0170 0.0099 0.27
H 3.450 -1.252 0.895 -0.0131 0.0199 -0.0241 0.26
```
Forces are in eV/Å.

## Properties
HOMO-LUMO gap: 5.99 eV
2S+1: 1
ΔE to the lowest compared entry with this formula, charge and spin: 14.1 kJ/mol
DFT total energy: -202581.4288 eV
charge: -2

***

(3)
DFT (ωB97M-V with the def2-TZVPD basis set) results for a single C4H4N2O molecule.

The geometry in XYZ format:
```
11
Properties=species:S:1:pos:R:3:forces:R:3:mulliken_charge:R:1
O -2.823 -1.026 -0.032 0.0785 0.2509 -0.1142 -0.46
C -2.217 0.016 0.020 0.1587 -0.7386 0.1163 0.13
C -0.844 0.209 0.460 0.5640 -0.3833 -0.3443 0.04
C 0.122 1.042 -0.004 -0.1016 0.1435 0.0379 0.28
N 1.393 0.967 -0.269 -0.0968 0.1225 0.0595 -0.64
C 1.863 -0.321 -0.116 -0.2665 -0.0425 0.0691 0.03
N 1.085 -1.295 0.171 -0.1456 0.4581 -0.1126 -0.51
H -2.719 0.989 -0.245 0.4595 -0.2409 0.3050 0.26
H -0.404 2.009 -0.041 0.2798 0.2750 -0.1831 0.27
H 2.948 -0.417 -0.253 -0.3541 -0.0883 0.0892 0.37
H 1.595 -2.174 0.309 -0.5760 0.2436 0.0772 0.24
```
Forces are in eV/Å.

## Properties
HOMO-LUMO gap: 7.93 eV
2S+1: 1
ΔE to the lowest compared entry with this formula, charge and spin: 430.1 kJ/mol
DFT total energy: -9236.0301 eV

***

(4)
DFT (ωB97M-V with the def2-TZVPD basis set) results for a gas-phase ion, C2H4NO6P (charge -2).

The geometry in XYZ format:
```
14
Properties=species:S:1:pos:R:3:forces:R:3:mulliken_charge:R:1
C 0.635 1.514 0.849 0.8335 -0.1488 0.4347 0.71
C 0.870 -0.001 0.724 -0.9966 -2.0641 0.9312 -0.44
N -1.119 1.822 -1.733 -1.8289 0.9973 1.2359 -0.54
O -3.026 2.825 -0.006 2.5546 -1.8741 -0.4062 -0.77
O -2.385 0.270 0.090 0.7172 0.9468 -0.2228 -0.82
O 1.636 2.201 1.026 0.6425 -0.0100 -0.1121 -0.70
O -0.535 2.014 0.899 -1.4600 -0.0926 0.1490 -0.48
O -0.125 -0.887 1.432 0.6173 1.8540 -0.7049 -0.58
O -0.502 0.548 -2.080 -1.4496 -2.6104 2.4782 -0.36
P -1.995 1.703 -0.310 -0.9095 0.6792 -1.1608 0.73
H 1.045 -0.366 -0.285 -0.8194 0.4841 -0.4788 0.23
H 1.791 -0.329 1.181 0.5190 0.7307 0.6565 0.31
H -0.944 -0.340 1.465 0.1473 -0.5382 -0.5881 0.37
H -0.995 -0.110 -1.396 1.4327 1.6459 -2.2119 0.33
```
Forces are in eV/Å.

## Properties
HOMO-LUMO gap: 5.46 eV
structure (SMILES): O=C(CO)OP([O-])([O-])=NO
2S+1: 1
DFT total energy: -25202.3330 eV
charge: -2

***

(5)
DFT (ωB97M-V with the def2-TZVPD basis set) results for a single C17H23BrN2O molecule.

The geometry in XYZ format:
```
44
Properties=species:S:1:pos:R:3:forces:R:3:mulliken_charge:R:1
O 0.263 3.048 -1.304 0.5786 -0.6215 -0.2986 -0.68
Br 5.041 -4.099 -0.483 -0.3751 0.3945 -0.2615 -0.19
C 0.145 1.849 -1.513 0.1561 1.2070 -0.5917 -0.38
C 2.973 -3.200 -2.295 -0.4490 -0.1071 -0.2203 -0.40
C 3.458 -1.685 -0.525 0.4635 -0.0984 0.5644 -0.72
C 1.946 -2.331 -2.739 0.4880 -0.0334 0.7975 -0.67
C 2.448 -0.836 -0.947 -0.2696 -1.0837 -1.3170 -0.13
C 3.721 -2.895 -1.166 -0.5155 0.3050 -0.4567 -0.12
C 1.636 -1.137 -2.075 0.7326 -0.7540 0.5322 0.32
N -1.402 -0.004 1.455 1.1519 -0.7370 -0.1234 0.19
N 0.777 1.130 -2.518 -0.2333 0.4458 0.9360 0.10
C 1.944 1.622 -3.240 -0.6690 0.0820 -0.5057 -1.09
C -2.874 0.157 1.429 0.8745 0.2242 0.0439 -0.98
C -0.959 -0.343 2.825 -1.5275 0.6355 -0.2845 -0.99
C -0.439 0.892 0.724 -1.3172 0.0669 1.2904 -0.78
C 0.440 -0.285 -2.503 1.0235 0.2536 1.4479 -0.04
C -3.391 1.246 2.348 -0.0045 0.4575 0.6051 -0.49
C -1.366 0.798 3.751 0.8944 0.0328 0.8347 -0.46
C -2.854 1.085 3.791 0.4762 0.7791 -0.8847 -0.75
C -0.752 -0.349 -1.517 -0.7991 -0.6905 0.0602 -1.02
C -0.813 0.992 -0.734 -0.5493 -0.8764 -1.1810 0.61
H 3.123 -4.145 -2.824 0.0326 0.3663 0.1846 0.40
H 4.055 -1.416 0.350 -0.2472 -0.0438 -0.2800 0.40
H 1.355 -2.654 -3.581 -0.0819 0.0521 -0.2267 0.35
H 2.313 0.044 -0.385 -0.2778 1.0767 0.4524 0.47
H 1.705 2.485 -3.853 -0.2692 0.1618 0.0000 0.35
H 2.287 0.847 -3.917 0.0529 -0.1873 0.0269 0.39
H 2.760 1.920 -2.608 0.3304 -0.0291 0.5916 0.34
H -3.297 -0.792 1.760 0.0456 -0.2307 -0.2045 0.43
H -3.197 0.359 0.412 -0.0714 -0.1727 -0.1796 0.35
H 0.090 -0.560 2.934 0.5584 0.1324 -0.4986 0.41
H -1.470 -1.261 3.142 -0.0970 0.0147 -0.1332 0.44
H -0.376 1.910 1.210 0.0808 -0.7714 -0.6946 0.25
H 0.548 0.417 0.760 -0.1714 0.0206 0.4089 0.21
H 0.129 -0.614 -3.469 -0.1762 -0.2163 -0.8531 0.57
H -4.477 1.255 2.423 -0.1695 -0.1255 -0.3698 0.40
H -3.108 2.206 1.896 0.0893 0.0498 0.3934 0.27
H -0.858 1.709 3.415 0.0816 -0.0604 0.0396 0.23
H -0.979 0.586 4.760 -0.1495 0.1387 -0.0967 0.41
H -3.001 2.023 4.346 -0.1779 -0.3074 -0.0424 0.34
H -3.371 0.296 4.311 -0.3661 -0.4052 0.1612 0.33
H -1.660 -0.460 -2.151 0.4205 0.0222 0.6226 0.36
H -0.690 -1.237 -0.849 -0.0634 0.6405 -0.4135 0.43
H -1.821 1.428 -0.849 0.4957 -0.0078 0.1239 0.54
```
Forces are in eV/Å.

## Properties
HOMO-LUMO gap: 8.76 eV
structure (SMILES): CN1C(=O)[C@H](CN2CCCCC2)C[C@@H]1c1ccc(Br)cc1
2S+1: 1
DFT total energy: -93072.6684 eV

***

(6)
DFT (ωB97M-V with the def2-TZVPD basis set) results for a single C7H9NO molecule.

The geometry in XYZ format:
```
18
Properties=species:S:1:pos:R:3:forces:R:3:mulliken_charge:R:1
C 0.174 1.416 0.584 -0.5851 0.4580 -0.4991 -0.41
C 1.242 1.264 -0.485 4.1687 0.0001 1.8932 0.23
C -0.843 0.313 0.581 -1.0985 0.2803 0.1422 0.41
C 0.699 -0.684 -1.142 -0.3539 -5.7413 -0.1202 -0.35
C -0.708 -0.642 -0.549 0.8395 0.3311 0.1939 0.09
C -1.902 0.295 1.391 0.1896 0.3469 -0.6896 -1.17
C -0.054 -1.947 -0.314 1.1961 1.2990 -1.0784 -0.88
N 1.824 -0.108 -0.549 -2.1293 4.7086 1.1825 -0.24
O 1.867 2.203 -0.928 -1.0554 -0.3519 -0.1370 -0.56
H 2.798 -0.174 -0.210 -1.2318 -0.9776 -1.0566 0.28
H 0.683 1.443 1.553 0.2681 0.0341 -0.2355 0.27
H -0.296 2.400 0.449 0.0182 -0.2365 0.0488 0.32
H 0.814 -0.914 -2.198 -0.4593 0.1387 0.0112 0.37
H -1.515 -0.617 -1.281 0.2025 0.0543 0.1041 0.39
H -2.130 1.125 2.039 0.2120 0.0011 0.4258 0.33
H -2.686 -0.433 1.264 -0.0247 -0.2921 0.0668 0.31
H 0.390 -2.121 0.655 -0.0135 0.0885 0.0109 0.29
H -0.354 -2.820 -0.860 -0.1433 -0.1412 -0.2629 0.32
```
Forces are in eV/Å.

## Properties
HOMO-LUMO gap: 9.45 eV
structure (SMILES): C=C1CC(=O)N[C@H]2C[C@@H]12
2S+1: 1
ΔE to the lowest compared entry with this formula, charge and spin: 330.3 kJ/mol
DFT total energy: -10939.3915 eV